# 1
Computed, not measured: a single C4H2F2O2 molecule in a non-equilibrium geometry, with ωB97M-V/def2-TZVPD.

## Properties
- SMILES string = Oc1oc(F)cc1F
- maximum force (hartree/bohr) = 0.1050

Structure (XYZ):
```
10
Properties=species:S:1:pos:R:3:forces:R:3
O 1.6639 1.6858 -0.1472 -3.182 2.888 2.866
C 0.7787 0.6453 -0.0255 1.762 0.941 0.309
O -0.4791 0.9805 0.1310 -4.202 2.067 -0.179
C -1.3467 -0.1121 0.1026 3.247 -0.086 -0.832
F -2.6097 0.1039 -0.0697 -0.579 0.574 0.344
C -0.5536 -1.1830 -0.0507 -0.284 -0.853 -0.032
C 0.8027 -0.6751 -0.0111 -0.612 -3.041 -0.110
F 1.7346 -1.6270 0.0627 1.141 0.536 -0.361
H 1.0961 2.5611 0.4023 2.726 -3.914 -2.528
H -0.7841 -2.2335 -0.3013 -0.018 0.888 0.522
```
Forces are in eV/Å.

Löwdin population analysis, charges in e, atoms 1 to 5: number 1, O, carries 0.044; number 2, C, carries -0.375; number 3, O, carries 0.121; number 4, C, carries -0.309; number 5, F, carries 0.170

# 2
Computed, not measured: 2 unconnected molecules or ions with the total composition C2H5FS, with ωB97M-V/def2-TZVPD.

## Properties
- SMILES string = CC=S.F
- maximum force (hartree/bohr) = 0.0120

Structure (XYZ):
```
9
Properties=species:S:1:pos:R:3:forces:R:3
C 1.2316 0.3203 -0.8886 0.179 -0.020 -0.268
C 0.0076 0.0946 -0.0999 -0.489 -0.248 0.287
S -1.1427 -0.9920 -0.4264 0.187 0.087 -0.009
H 2.0875 0.4077 -0.2221 0.119 0.008 0.043
H 1.1463 1.2728 -1.4172 0.013 0.074 0.001
H 1.3980 -0.4711 -1.6154 -0.012 0.014 -0.018
H -0.1060 0.7195 0.7857 -0.026 0.019 -0.017
F -2.4230 -0.5592 2.3878 0.056 -0.094 -0.307
H -2.1993 -0.7926 1.4960 -0.026 0.161 0.288
```
Forces are in eV/Å.

Löwdin population analysis, charges in e, atoms 1 to 5: number 1, C, carries -0.171; number 2, C, carries -0.673; number 3, S, carries 0.758; number 4, H, carries 0.082; number 5, H, carries 0.088

# 3
Computed, not measured: a molecular structure, C36H44AsGeN5NiO5SSe, with ωB97M-V/def2-TZVPD.

## Properties
- ⟨S²⟩ = 0.755
- 2S+1 = 2
- charge = -1
- maximum force (hartree/bohr) = 0.0096

Structure (XYZ):
```
95
Properties=species:S:1:pos:R:3:forces:R:3
Ni -0.2646 -0.2206 -0.7038 -0.473 0.022 -0.141
C -5.6839 -2.9240 0.2178 -0.025 0.018 -0.016
C -5.1975 -1.6322 0.0648 0.001 -0.013 0.002
C -3.8885 -1.3350 0.4101 -0.036 -0.043 -0.044
C -3.0547 -2.3307 0.9153 0.000 0.114 0.027
C -3.5424 -3.6224 1.0652 -0.014 -0.048 0.037
C -4.8552 -3.9177 0.7158 0.008 -0.024 0.011
As -1.2075 -1.8042 1.3123 0.028 -0.103 -0.228
C -0.6432 -3.4088 2.2717 0.000 -0.026 0.026
C -0.1543 -4.5816 1.7161 0.011 -0.013 0.025
C 0.2668 -5.6179 2.5403 0.008 -0.030 -0.019
C 0.2145 -5.4724 3.9217 0.001 0.003 0.020
C -0.2602 -4.2974 4.4858 -0.012 0.008 -0.044
C -0.6944 -3.2614 3.6635 0.004 0.036 0.002
C -1.2180 -1.9566 4.1179 0.014 -0.003 -0.022
C -1.3883 -1.5652 5.4431 -0.002 0.011 -0.044
C -1.8907 -0.3038 5.7259 -0.005 -0.026 0.010
C -2.2148 0.5711 4.6950 -0.025 0.060 -0.024
C -2.0419 0.1932 3.3694 0.010 -0.041 0.023
C -1.5525 -1.0729 3.0848 0.043 0.030 0.059
H -6.7040 -3.1574 -0.0639 0.004 -0.005 0.000
H -5.8216 -0.8547 -0.3571 -0.001 -0.002 -0.001
H -3.4996 -0.3373 0.2499 0.007 -0.008 0.028
H -2.9078 -4.4072 1.4600 -0.001 0.011 -0.014
H -5.2260 -4.9297 0.8319 -0.002 0.005 0.004
H -0.1089 -4.6933 0.6382 0.003 0.004 -0.020
H 0.6387 -6.5392 2.1079 0.000 0.006 -0.001
H 0.5493 -6.2784 4.5633 -0.001 -0.005 -0.009
H -0.2918 -4.1943 5.5638 0.001 0.007 0.002
H -1.1356 -2.2386 6.2537 0.006 -0.002 -0.002
H -2.0284 -0.0005 6.7569 0.001 0.009 -0.006
H -2.5992 1.5577 4.9259 0.004 -0.007 0.004
H -2.2555 0.8672 2.5460 -0.029 0.001 0.007
O -1.8917 1.4862 -2.1666 -0.077 0.183 0.252
S -2.5219 0.1795 -2.8619 0.048 -0.105 -0.069
O -3.9530 0.3626 -2.9016 -0.023 0.062 0.032
O -2.1227 -0.9212 -1.9610 -0.079 0.011 0.112
O -1.8509 0.1264 -4.1407 0.000 0.032 0.040
O 1.7987 -0.9105 0.4504 0.006 0.065 0.416
N 2.8240 -1.3586 -0.1592 -0.052 0.046 -0.161
C 2.7304 -2.4835 -0.9063 -0.005 -0.067 -0.034
C 3.8126 -2.9468 -1.6179 0.042 0.004 -0.002
C 5.0235 -2.2715 -1.5713 -0.004 0.006 -0.006
C 5.1018 -1.1256 -0.7929 0.033 -0.055 -0.028
C 3.9978 -0.6865 -0.1012 0.023 0.046 0.024
H 1.7490 -2.9330 -0.9078 -0.040 -0.001 -0.004
H 3.6803 -3.8381 -2.2150 0.038 0.001 -0.016
H 5.8793 -2.6223 -2.1304 -0.004 -0.005 -0.003
H 6.0159 -0.5531 -0.7180 0.012 -0.010 -0.018
H 3.9573 0.1996 0.5126 0.015 0.013 0.006
N -0.2584 -2.6601 -2.8873 0.052 0.019 -0.042
C 0.6797 -1.7299 -3.2622 -0.120 -0.070 -0.028
C 1.4385 -1.8938 -4.4334 0.027 0.022 0.014
C 2.3989 -0.9647 -4.7435 0.022 -0.019 -0.064
C 2.5973 0.1224 -3.8955 -0.018 0.040 0.055
C 1.8095 0.2093 -2.7686 0.063 -0.025 -0.013
N 0.8792 -0.6944 -2.4370 -0.042 -0.050 0.246
H -0.5845 -3.2220 -3.6597 0.052 -0.028 -0.004
H -1.0493 -2.2028 -2.4133 0.012 -0.011 0.042
H 1.2397 -2.7392 -5.0797 0.003 0.002 0.003
H 2.9849 -1.0696 -5.6491 -0.002 -0.007 0.005
H 3.3277 0.8883 -4.1110 0.017 0.018 -0.002
H 1.9130 1.0277 -2.0661 0.009 0.038 0.006
C -3.6122 3.5324 -1.7397 0.030 0.042 -0.071
N -3.2377 2.6439 -0.6682 -0.084 -0.112 0.203
C -3.5673 3.1158 0.6507 -0.038 0.027 0.044
C -2.2151 1.6981 -0.7368 0.147 -0.019 -0.393
N -1.6249 1.1085 0.1736 0.271 -0.079 -0.143
H -4.7028 3.6084 -1.8023 0.014 -0.003 0.033
H -3.2454 3.1614 -2.6884 -0.013 -0.028 0.005
H -3.2125 4.5451 -1.5748 0.021 -0.006 -0.019
H -4.5891 3.5049 0.6536 0.005 -0.006 -0.029
H -2.8948 3.9181 0.9931 0.023 -0.014 -0.017
H -3.4985 2.2971 1.3618 0.000 -0.023 -0.002
C 1.7517 6.0902 -0.6817 -0.004 0.010 0.041
Ge 3.0798 4.6848 -0.9576 -0.013 -0.097 -0.016
C 4.8807 5.4422 -0.7388 0.011 -0.021 0.026
C 2.9126 3.9511 -2.7631 -0.018 0.036 -0.031
C 2.8359 3.2323 0.3402 0.061 0.102 0.032
Se 1.0289 2.4812 0.1934 0.052 0.150 -0.068
C 0.9229 1.7513 1.9845 0.060 0.009 0.029
H 1.7813 6.8106 -1.5004 0.007 -0.001 0.000
H 1.9408 6.6218 0.2522 0.002 -0.006 0.001
H 0.7539 5.6551 -0.6308 0.005 -0.012 -0.017
H 5.0786 6.2120 -1.4861 -0.022 0.000 -0.009
H 5.6412 4.6661 -0.8398 -0.005 -0.001 -0.006
H 4.9838 5.8921 0.2500 0.006 0.000 -0.002
H 3.0985 4.7258 -3.5091 0.004 -0.012 -0.002
H 1.9119 3.5509 -2.9315 -0.008 -0.019 0.022
H 3.6339 3.1470 -2.9172 0.010 -0.014 0.004
H 2.9869 3.6247 1.3486 -0.056 0.012 0.000
H 3.5896 2.4613 0.1668 0.022 -0.010 0.008
H 1.1368 2.5358 2.7095 -0.005 -0.003 -0.002
H 1.6077 0.9128 2.0884 -0.017 0.005 -0.011
H -0.1023 1.4087 2.0858 0.001 -0.011 -0.022
```
Forces are in eV/Å.

Löwdin population analysis, charges in e, atoms 1 to 5: number 1, Ni, carries 0.152; number 2, C, carries -0.106; number 3, C, carries -0.073; number 4, C, carries -0.110; number 5, C, carries -0.341

# 4
Computed, not measured: 2 unconnected molecules or ions with the total composition C3H8OS2, with ωB97M-V/def2-TZVPD.

## Properties
- SMILES string = C=CO.CSS
- maximum force (hartree/bohr) = 0.0128

Structure (XYZ):
```
14
Properties=species:S:1:pos:R:3:forces:R:3
C -1.7956 0.8826 -1.2620 0.051 0.536 -0.228
C -2.2102 0.8148 -0.0064 0.321 0.255 -0.042
O -1.6918 0.0035 0.9828 -0.380 -0.131 -0.464
H -2.2697 1.5960 -1.9262 -0.114 -0.051 0.136
H -0.9240 0.4061 -1.6834 -0.064 -0.516 0.194
H -2.9682 1.5033 0.3457 -0.136 -0.140 0.156
H -1.7406 -0.8986 0.6418 0.295 0.027 0.192
C 1.8251 -0.2363 -0.5116 -0.085 -0.353 0.124
S 2.3864 -1.6866 0.4194 -0.380 -0.120 0.044
S 1.5530 -1.3658 2.2846 -0.087 -0.218 -0.475
H 1.8162 -0.5639 -1.5488 0.033 0.132 -0.130
H 0.8128 0.0232 -0.2096 0.073 0.040 0.018
H 2.4970 0.5973 -0.3763 0.105 0.262 0.003
H 2.7097 -1.0755 2.8500 0.367 0.276 0.471
```
Forces are in eV/Å.

Löwdin population analysis, charges in e, atoms 1 to 5: number 1, C, carries 0.009; number 2, C, carries -0.271; number 3, O, carries -0.042; number 4, H, carries 0.053; number 5, H, carries 0.043

| no. | E (Ha) |
| --- | --- |
| 1 | -503.7343 |
| 2 | -577.2338 |
| 3 | -10668.8436 |
| 4 | -990.6707 |